No. 1
{
  "formula": "BrH2O2PS",
  "method": "ωB97M-V/def2-TZVPD",
  "species": ["Br", "S", "P", "O", "O", "H", "H"],
  "xyz": [[2.922, -0.635, 0.032], [-0.710, -2.884, 0.198], [-0.132, -1.108, -0.179], [-0.446, -0.038, 0.930], [-0.478, -0.279, -1.507], [-0.470, -0.975, -2.293], [-0.012, 0.835, 0.639]],
  "de_lowest_kj_mol": 167.7,
  "lumo_ev": -2.2,
  "energy_ev": -94294.5949,
  "gap_ev": 7.259,
  "charge": 0,
  "e_homo_ev": -9.506
}

No. 2
{
  "formula": "C41H44BrN6O5ReS",
  "method": "ωB97M-V/def2-TZVPD",
  "species": ["Re", "Br", "S", "O", "O", "O", "O", "O", "N", "N", "N", "N", "N", "N", "C", "C", "C", "C", "C", "C", "C", "C", "C", "C", "C", "C", "C", "C", "C", "C", "C", "C", "C", "C", "C", "C", "C", "C", "C", "C", "C", "C", "C", "C", "C", "C", "C", "C", "C", "C", "C", "C", "C", "C", "C", "H", "H", "H", "H", "H", "H", "H", "H", "H", "H", "H", "H", "H", "H", "H", "H", "H", "H", "H", "H", "H", "H", "H", "H", "H", "H", "H", "H", "H", "H", "H", "H", "H", "H", "H", "H", "H", "H", "H", "H", "H", "H", "H", "H"],
  "xyz": [[-1.339, 0.474, -0.152], [-0.470, -2.322, -2.753], [0.422, -0.538, 2.334], [0.645, -1.344, 1.188], [-3.150, 0.999, 1.097], [1.522, 0.081, 3.039], [-1.669, -1.517, -0.017], [0.244, 0.495, -1.256], [0.429, -4.603, -0.246], [-2.599, 0.540, -2.132], [-0.392, 0.751, 1.642], [-1.047, 2.557, -0.151], [-3.293, -5.338, 2.035], [-3.389, -2.137, 1.358], [3.664, -0.725, -1.490], [-2.661, -4.638, 1.375], [-0.789, 4.753, -1.121], [3.497, -2.085, -1.681], [-3.941, 0.460, -2.249], [-2.350, -2.526, 5.310], [-2.048, -1.136, 5.428], [0.290, 2.665, 3.252], [-4.094, 1.925, 0.521], [5.867, -2.572, -0.771], [2.470, 2.055, 0.215], [-1.873, -3.751, 0.662], [5.044, -3.738, -2.707], [-5.270, 1.107, -0.123], [-1.102, -2.605, 3.279], [-1.228, -0.551, 4.519], [-0.728, -1.283, 3.450], [-2.297, -2.467, 0.617], [1.283, -0.272, -1.588], [2.866, 1.685, -1.264], [-0.226, 2.150, 2.062], [-1.877, -3.296, 4.268], [1.125, -1.666, -2.012], [-1.131, 3.416, -1.143], [-4.566, 0.734, -3.466], [2.577, 0.213, -1.475], [-0.236, 4.427, 1.170], [-4.709, -0.015, -1.029], [0.600, 3.982, 3.359], [-0.556, -4.150, 0.139], [2.151, 2.491, -2.264], [-0.615, 3.084, 1.037], [0.398, 4.867, 2.341], [-0.364, 5.288, 0.074], [-2.473, 1.081, -4.467], [4.405, 2.069, -1.385], [4.042, -4.189, -0.470], [4.665, -3.118, -1.438], [2.206, -2.504, -2.025], [-3.832, 1.078, -4.593], [-1.914, 0.898, -3.199], [5.088, 1.771, -0.460], [2.692, 2.467, -3.267], [-3.844, -2.763, 2.016], [-3.555, 2.498, -0.166], [-0.843, 0.465, 4.588], [-2.396, -0.627, 6.352], [5.626, -2.267, 0.226], [5.813, -4.444, -2.477], [4.237, -4.357, -3.135], [2.096, 3.490, -1.933], [-4.418, 2.590, 1.337], [4.803, -4.694, 0.100], [2.742, 3.074, 0.509], [2.006, -3.576, -2.205], [-0.925, 5.314, -2.029], [3.009, 1.409, 0.944], [0.483, 1.964, 4.064], [3.422, -4.924, -0.976], [0.092, 6.266, 0.122], [4.422, 3.103, -1.279], [-3.638, -1.205, 1.500], [1.016, 4.339, 4.281], [5.286, -3.053, -3.566], [1.130, 2.240, -2.496], [-0.609, -3.078, 2.376], [-4.357, 1.307, -5.556], [-1.521, 2.995, -2.048], [-2.972, -3.017, 6.015], [4.875, 1.759, -2.261], [3.401, -3.894, 0.401], [1.396, 1.898, 0.348], [6.616, -3.392, -0.774], [-2.295, -4.280, 4.085], [-0.827, 0.946, -3.011], [0.590, 5.929, 2.519], [-2.892, 1.266, 1.989], [-5.650, 0.768, -3.473], [4.664, -0.376, -1.375], [-5.572, -0.615, -1.311], [-5.894, 0.650, 0.658], [6.322, -1.778, -1.331], [-4.087, -0.570, -0.432], [-5.884, 1.857, -0.659], [-1.831, 1.306, -5.319]],
  "s2": 3.78,
  "lumo_ev": [-3.1, -5.8],
  "energy_ev": -145408.6138,
  "gap_ev": [6.719, 3.722],
  "charge": 1,
  "spin_multiplicity": 4,
  "e_homo_ev": [-9.861, -9.524]
}

No. 3
{
  "formula": "C4H6N2O",
  "method": "ωB97M-V/def2-TZVPD",
  "species": ["O", "N", "N", "C", "C", "C", "C", "H", "H", "H", "H", "H", "H"],
  "xyz": [[1.035, -0.103, -1.257], [-0.344, -0.114, -1.396], [2.525, -0.255, 0.598], [1.292, 0.092, 0.077], [-0.852, 0.145, -0.228], [0.151, 0.368, 0.840], [-2.339, 0.006, -0.054], [-2.758, -0.589, -0.872], [-2.578, -0.492, 0.893], [3.309, -0.147, -0.028], [-2.831, 0.982, -0.047], [0.949, 1.329, 0.490], [2.454, -1.210, 0.933]],
  "de_lowest_kj_mol": 485.9,
  "lumo_ev": 0.5,
  "energy_ev": -9268.4655,
  "gap_ev": 9.730,
  "charge": 0,
  "e_homo_ev": -9.190
}

No. 4
{
  "formula": "C36H72Br4O14",
  "method": "ωB97M-V/def2-TZVPD",
  "species": ["Br", "Br", "Br", "Br", "O", "O", "O", "O", "O", "O", "O", "O", "O", "O", "O", "O", "O", "O", "C", "C", "C", "C", "C", "C", "C", "C", "C", "C", "C", "C", "C", "C", "C", "C", "C", "C", "C", "C", "C", "C", "C", "C", "C", "C", "C", "C", "C", "C", "C", "C", "C", "C", "C", "C", "H", "H", "H", "H", "H", "H", "H", "H", "H", "H", "H", "H", "H", "H", "H", "H", "H", "H", "H", "H", "H", "H", "H", "H", "H", "H", "H", "H", "H", "H", "H", "H", "H", "H", "H", "H", "H", "H", "H", "H", "H", "H", "H", "H", "H", "H", "H", "H", "H", "H", "H", "H", "H", "H", "H", "H", "H", "H", "H", "H", "H", "H", "H", "H", "H", "H", "H", "H", "H", "H", "H", "H"],
  "xyz": [[-16.498, -15.748, -11.301], [-23.766, -24.378, -13.916], [-20.405, -21.178, -15.052], [-15.551, -12.575, -12.634], [-22.024, -21.237, -8.211], [-20.986, -13.993, -11.213], [-16.119, -21.902, -17.624], [-20.588, -16.388, -8.627], [-19.902, -16.587, -13.949], [-19.340, -12.395, -11.557], [-22.687, -19.704, -11.838], [-14.266, -19.540, -14.163], [-16.669, -19.772, -17.032], [-23.713, -16.235, -14.852], [-24.058, -18.188, -10.948], [-17.182, -16.287, -17.025], [-24.774, -17.314, -16.504], [-19.349, -15.215, -7.185], [-13.029, -19.998, -16.141], [-14.840, -14.370, -13.289], [-23.109, -18.496, -15.245], [-24.479, -20.440, -10.346], [-20.854, -22.075, -10.162], [-19.564, -16.698, -17.169], [-18.536, -14.345, -16.718], [-23.927, -17.283, -15.645], [-23.350, -17.088, -11.432], [-21.111, -21.062, -9.008], [-16.874, -21.547, -15.376], [-21.763, -22.136, -14.003], [-19.001, -12.340, -10.141], [-16.503, -20.973, -16.722], [-24.115, -15.853, -11.018], [-17.447, -16.463, -8.070], [-18.295, -18.363, -13.956], [-20.292, -13.247, -11.944], [-15.709, -21.646, -18.962], [-17.838, -11.378, -9.810], [-19.553, -17.658, -11.864], [-18.348, -15.886, -16.911], [-20.153, -19.897, -8.830], [-23.609, -19.425, -11.095], [-22.314, -23.345, -14.816], [-20.417, -15.409, -7.968], [-23.761, -13.883, -15.074], [-15.950, -15.476, -13.191], [-24.614, -15.111, -14.887], [-18.440, -16.301, -6.902], [-13.990, -19.173, -15.286], [-21.367, -14.200, -7.999], [-19.349, -17.486, -13.353], [-16.020, -22.832, -19.885], [-14.340, -17.787, -15.866], [-20.374, -13.460, -13.435], [-16.832, -15.211, -13.773], [-15.385, -17.725, -16.169], [-19.626, -19.932, -7.877], [-13.922, -14.557, -12.731], [-17.789, -16.053, -6.064], [-22.656, -22.919, -15.760], [-19.940, -16.551, -18.182], [-23.656, -19.258, -14.691], [-19.348, -13.355, -13.787], [-17.876, -16.587, -9.065], [-14.094, -17.052, -15.100], [-15.905, -21.838, -14.970], [-25.414, -15.117, -15.628], [-22.997, -13.946, -14.299], [-20.643, -18.927, -8.751], [-22.541, -21.411, -13.761], [-21.222, -22.293, -13.070], [-17.401, -20.810, -14.770], [-19.061, -17.123, -6.547], [-25.158, -15.070, -13.943], [-14.551, -14.136, -14.313], [-23.200, -17.257, -12.499], [-12.044, -19.530, -16.132], [-13.632, -17.597, -16.673], [-17.833, -17.958, -14.856], [-21.583, -22.877, -10.278], [-17.905, -13.916, -15.940], [-20.751, -21.563, -11.119], [-20.337, -16.364, -16.478], [-25.398, -20.801, -10.806], [-20.079, -16.842, -11.369], [-19.925, -12.104, -9.614], [-16.157, -20.768, -19.428], [-18.642, -17.899, -11.316], [-19.569, -14.020, -16.588], [-13.446, -20.075, -17.145], [-25.123, -15.939, -11.423], [-16.743, -17.287, -7.961], [-18.158, -10.340, -9.732], [-17.103, -22.944, -19.939], [-19.500, -19.861, -9.702], [-15.552, -22.576, -20.835], [-18.642, -19.392, -14.042], [-16.874, -15.535, -8.075], [-12.932, -21.009, -15.745], [-24.138, -15.668, -9.944], [-24.465, -13.072, -14.883], [-15.560, -23.727, -19.467], [-24.845, -19.885, -9.482], [-17.475, -18.333, -13.238], [-17.330, -11.585, -8.868], [-17.638, -22.315, -15.495], [-22.329, -14.586, -8.338], [-18.250, -13.834, -17.638], [-20.830, -14.426, -13.653], [-19.874, -22.532, -10.029], [-19.334, -17.763, -17.137], [-16.990, -11.484, -10.487], [-23.675, -14.959, -11.462], [-21.518, -13.816, -6.990], [-21.062, -13.443, -8.721], [-23.378, -13.831, -16.093], [-20.910, -12.701, -14.005], [-21.532, -24.070, -15.041], [-20.172, -18.548, -11.745], [-22.371, -17.147, -10.956], [-14.628, -21.504, -18.977], [-18.822, -13.390, -9.908], [-15.538, -16.420, -13.547], [-22.732, -19.060, -16.098], [-22.233, -18.201, -14.667], [-23.899, -21.256, -9.915]],
  "de_lowest_kj_mol": 0.0,
  "lumo_ev": 0.5,
  "energy_ev": -347334.7942,
  "gap_ev": 9.929,
  "charge": 0,
  "smiles": "CCOC(C)=O.CCOC(C)=O.CCOC(C)=O.CCOC(C)=O.CCOC(C)=O.CC(C)=O.CC(C)=O.CC(C)=O.CC(C)=O.BrCCBr.BrCCBr",
  "e_homo_ev": -9.479
}

No. 5
{
  "formula": "C4H5NO2",
  "method": "ωB97M-V/def2-TZVPD",
  "species": ["O", "O", "N", "C", "C", "C", "C", "H", "H", "H", "H", "H"],
  "xyz": [[-1.767, -0.500, -0.885], [-2.860, -0.698, 1.112], [-0.615, -0.082, 0.926], [1.699, 0.442, 0.010], [-0.471, -0.189, -1.240], [-1.863, -0.454, 0.482], [0.263, 0.071, -0.152], [2.266, 0.135, -0.874], [-0.239, -0.185, -2.294], [2.131, -0.068, 0.878], [1.834, 1.521, 0.147], [-0.404, 0.018, 1.906]],
  "de_lowest_kj_mol": 1.0,
  "lumo_ev": 0.7,
  "energy_ev": -9814.3049,
  "gap_ev": 9.293,
  "charge": 0,
  "smiles": "Cc1coc(=O)[nH]1",
  "e_homo_ev": -8.603
}

No. 6
{
  "formula": "C5H8OSi",
  "method": "ωB97M-V/def2-TZVPD",
  "species": ["Si", "O", "C", "C", "C", "C", "C", "H", "H", "H", "H", "H", "H", "H", "H"],
  "xyz": [[-0.216, -0.718, 0.972], [0.868, 1.594, 1.820], [-0.455, -0.189, -1.951], [0.883, -0.626, -1.500], [-1.513, -0.026, -1.180], [1.135, -1.018, -0.275], [-0.342, 0.865, 1.899], [1.639, -0.477, -2.222], [-2.423, 0.464, -1.456], [-0.981, -1.782, 1.688], [1.442, 1.294, 1.195], [-0.579, 0.712, 2.912], [-1.141, 1.382, 1.375], [2.135, -1.394, -0.242], [-0.451, -0.081, -3.034]],
  "de_lowest_kj_mol": 339.9,
  "lumo_ev": 0.1,
  "energy_ev": -15235.4366,
  "gap_ev": 8.630,
  "charge": 0,
  "e_homo_ev": -8.520
}

No. 7
{
  "formula": "C16H24F6N8P",
  "method": "ωB97M-V/def2-TZVPD",
  "species": ["P", "F", "F", "F", "F", "F", "F", "N", "N", "N", "N", "N", "N", "N", "N", "C", "C", "C", "C", "C", "C", "C", "C", "C", "C", "C", "C", "C", "C", "C", "C", "H", "H", "H", "H", "H", "H", "H", "H", "H", "H", "H", "H", "H", "H", "H", "H", "H", "H", "H", "H", "H", "H", "H", "H"],
  "xyz": [[0.268, -0.472, -0.622], [1.134, -1.841, -0.491], [-0.512, -1.000, 0.712], [1.357, 0.328, 0.216], [-0.880, -1.182, -1.526], [-0.722, 0.868, -0.732], [0.975, 0.008, -2.010], [-3.461, -1.226, 5.048], [-3.517, 0.716, -1.119], [3.675, 3.130, -4.825], [6.123, -1.544, 0.440], [-1.353, 5.307, 1.215], [1.716, -3.184, 3.027], [-4.542, -1.031, 1.012], [-3.012, 1.234, 1.666], [1.337, -3.726, 2.072], [-1.405, -2.422, 3.821], [-2.537, -1.707, 4.520], [-2.319, 0.364, -3.492], [3.349, 3.069, -3.702], [0.734, -4.303, 0.901], [-3.918, -2.006, 0.665], [-2.984, 0.541, -2.143], [-1.952, 1.571, 1.973], [3.028, 3.054, -2.231], [-0.634, 1.942, 2.332], [-3.203, -3.143, 0.293], [5.483, -0.952, -0.305], [-0.780, 5.000, 0.256], [4.554, -0.211, -1.189], [-0.122, 4.648, -0.999], [3.596, -0.128, -0.674], [-1.720, -3.325, 3.298], [4.464, -0.803, -2.100], [-0.482, 2.113, 3.398], [0.179, 3.605, -1.098], [-0.915, -1.739, 3.126], [-2.758, 0.974, -4.281], [-3.724, -4.092, 0.420], [0.343, -5.300, 1.101], [1.366, -4.375, 0.016], [-2.253, -0.691, -3.758], [-2.212, -3.133, 0.747], [-0.309, 2.814, 1.764], [3.781, 3.536, -1.607], [-2.943, -2.971, -0.751], [0.736, 5.313, -1.089], [-0.614, -2.750, 4.495], [2.024, 3.402, -1.988], [4.986, 0.779, -1.333], [2.953, 1.982, -2.051], [-0.081, -3.678, 0.535], [-0.106, 1.018, 2.095], [-0.877, 4.874, -1.752], [-1.316, 0.744, -3.295]],
  "s2": 0.76,
  "lumo_ev": [-0.7, -7.4],
  "energy_ev": -54493.5806,
  "gap_ev": [10.388, 3.590],
  "charge": 0,
  "spin_multiplicity": 2,
  "e_homo_ev": [-11.042, -11.030]
}

Per-record F_max, eV/A: 3.6; 4.3; 1.3; 4.1; 0.5; 4.3; 3.6